C13H13NO3S | ωB97M-V with the def2-TZVPD basis set

Results
- total charge = 0
- SMILES string = CCS/C(=N\c1ccccc1)C1=C(O)COC1=O
- electronic energy (Ha) = -1181.5292

Element x y z (Å)
C1 1.1727 -1.7457 2.3378
C2 2.2275 -0.6491 1.8299
H1 2.7091 -0.1576 2.5642
H2 3.0331 -1.1883 1.1548
S1 1.7444 0.7839 0.9805
C3 0.6296 -0.1140 -0.3277
N1 -0.5162 0.3139 -0.5854
C4 -1.1046 1.5892 -0.1671
C5 -1.5050 1.4445 1.1621
C6 -2.3054 2.4785 1.8683
C7 -2.7332 3.4974 0.9122
C8 -2.1880 3.6496 -0.3942
C9 -1.3858 2.7523 -0.7198
H3 -1.3115 2.7045 -1.9125
H4 -2.4292 4.6193 -0.8585
H5 -3.2341 4.2289 1.6103
H6 -2.5878 2.3555 3.0235
H7 -1.3237 0.4612 1.8753
C10 0.9129 -1.0759 -1.2879
C11 0.0484 -1.8722 -2.0843
O1 -1.0204 -1.4026 -2.4052
H8 -1.3474 -0.7849 -1.8628
C12 0.7276 -2.9512 -2.8494
O2 2.0340 -3.0396 -2.2512
C13 2.3444 -1.7172 -1.6128
O3 3.3002 -1.5694 -0.8616
H9 0.9381 -2.7446 -3.7054
H10 0.2654 -3.8323 -2.6969
H11 0.7170 -2.3247 1.5131
H12 0.4928 -1.2308 2.9935
H13 1.6950 -2.4789 2.7571

Force components x, y, z for each atom (eV/Å):
-0.4 3.9 -3.0
0.2 -4.6 -3.2
1.9 0.8 3.3
-1.5 1.0 1.6
-2.3 -0.5 -2.8
1.1 3.2 1.0
-3.1 3.9 -1.6
0.8 -5.4 6.2
-1.7 -0.4 4.9
0.9 -1.5 -3.2
0.6 0.3 5.2
-6.2 6.6 6.1
4.2 -4.2 -11.0
1.0 0.3 2.2
0.2 -1.0 -0.4
-0.1 0.1 -2.1
0.5 0.6 -3.1
-0.1 2.4 -2.4
4.7 -6.5 -2.9
6.9 2.9 2.2
-5.7 -4.2 -5.9
-1.6 4.7 3.8
0.7 0.5 10.1
1.3 2.7 0.6
-2.4 -2.3 5.5
-1.0 -0.2 -3.5
1.2 2.4 -10.5
-1.6 -3.2 0.2
-0.3 1.0 0.0
-0.6 -0.3 0.2
2.3 -2.8 2.6

C3H8ClN2 | ωB97M-V with the def2-TZVPD basis set

Results
- total charge = +1
- electronic energy (Ha) = -688.5053
- energy relative to the best compared isomer or geometry (same formula, charge and spin) (eV) = 1.5542

Element x y z (Å)
C1 -1.8855 0.7684 -0.4572
C2 -0.0660 1.6541 0.7269
C3 1.6383 -1.9796 0.1854
N1 -0.6732 0.5923 -0.1173
N2 0.9952 -1.3603 -0.6872
Cl1 -2.6777 -0.4066 -1.3943
H1 0.0195 2.5100 -0.0087
H2 -0.7534 1.8229 1.6107
H3 0.8997 1.1196 1.0643
H4 1.5820 -1.6156 1.2695
H5 2.3593 -2.7186 -0.1074
H6 -2.4378 1.5355 0.0022
H7 -0.1849 -0.2639 -0.4199
H8 1.1846 -1.6580 -1.6671

Force components x, y, z for each atom (eV/Å):
0.5 -2.4 -0.2
0.9 -1.3 0.0
0.8 0.8 1.7
-2.4 1.9 0.4
-0.8 0.3 -1.7
0.0 0.6 0.1
0.5 -0.6 1.6
1.0 0.1 -1.1
-1.2 1.8 -0.4
-0.1 -0.9 -1.5
0.3 -0.6 0.3
-0.9 1.2 0.0
1.5 -0.8 -0.3
-0.1 0.0 1.0

C28H20ClN3O8Ti | ωB97M-V with the def2-TZVPD basis set

Results
- total charge = 0
- electronic energy (Ha) = -3154.9776
- energy relative to the best compared isomer or geometry (same formula, charge and spin) (eV) = 1.3388

Element x y z (Å)
Ti1 1.3787 1.4926 0.2269
O1 1.0090 -0.2390 5.9607
C1 1.2583 0.2421 4.7363
C2 0.8625 1.5261 4.3369
C3 1.1773 1.9157 3.0560
N1 1.7961 1.0886 2.2314
C4 2.1563 -0.1377 2.5732
C5 1.9373 -0.6037 3.8463
C6 2.6799 -0.8457 1.3225
O2 3.0237 -2.0030 1.3300
O3 2.6299 -0.0453 0.2954
C7 0.9227 3.2297 2.3090
O4 0.3123 4.1435 2.7932
O5 1.4621 3.1663 1.1110
H1 0.4851 0.3773 6.4820
H2 0.3192 2.1890 4.9984
H3 2.2524 -1.5918 4.1506
C8 -2.8187 5.2486 0.7507
C9 -1.6044 5.7107 0.2628
C10 -0.6941 4.8255 -0.2852
C11 -1.0169 3.4762 -0.3517
C12 -2.2319 3.0021 0.1211
C13 -3.1294 3.9000 0.6786
N2 -0.0591 2.5655 -0.8894
N3 -0.1861 2.2554 -2.0823
C14 0.8642 1.4671 -2.5580
C15 0.7164 0.8757 -3.8098
C16 1.7808 0.1675 -4.3335
C17 2.9711 0.0963 -3.6183
C18 3.0909 0.6785 -2.3606
C19 2.0419 1.3785 -1.7760
H4 -3.5214 5.9410 1.1955
H5 -1.3543 6.7618 0.3142
H6 0.2656 5.1597 -0.6553
H7 -2.4518 1.9433 0.0478
H8 -4.0789 3.5388 1.0517
H9 -0.2286 0.9634 -4.3296
H10 1.6891 -0.3166 -5.2962
H11 3.8106 -0.4472 -4.0335
H12 4.0207 0.5571 -1.8191
C20 0.3670 -4.4628 0.2161
C21 -0.8820 -4.4467 -0.6333
C22 -1.7516 -5.5316 -0.5155
C23 -2.9098 -5.6259 -1.2612
Cl1 -3.9244 -7.0245 -1.1031
C24 -3.2582 -4.6163 -2.1421
C25 -2.4135 -3.5323 -2.2643
C26 -1.2310 -3.4364 -1.5340
O6 -0.4679 -2.3472 -1.8701
C27 0.2057 -1.5819 -0.9089
C28 -0.7016 -0.5097 -0.3034
O7 -1.8922 -0.4972 -0.4497
O8 -0.0477 0.3926 0.4350
H13 0.5084 -5.4577 0.6342
H14 0.2772 -3.7693 1.0557
H15 1.2648 -4.2111 -0.3480
H16 -1.5044 -6.3315 0.1704
H17 -4.1742 -4.6734 -2.7130
H18 -2.6543 -2.7211 -2.9382
H19 1.0370 -1.1041 -1.4237
H20 0.6145 -2.1654 -0.0867

Force components x, y, z for each atom (eV/Å):
1.4 -0.4 -0.1
0.0 -0.2 0.1
0.1 0.1 -0.3
-0.1 0.1 0.1
0.2 0.1 -0.2
-0.1 -0.1 0.6
0.0 0.1 -0.2
0.0 -0.1 0.1
0.0 -0.2 0.5
0.0 0.1 0.0
0.4 -0.4 -0.2
-0.2 0.1 1.0
0.2 0.0 -0.1
-0.2 0.7 0.0
0.0 0.1 0.0
0.0 0.0 0.0
-0.1 0.0 0.0
0.0 0.0 0.0
0.0 0.0 0.0
0.1 -0.2 -0.1
-0.6 0.3 0.2
0.2 -0.2 -0.1
-0.1 0.0 0.0
0.0 0.2 -1.1
-0.9 0.5 0.0
0.9 -0.2 -0.1
-0.1 0.1 0.2
0.0 0.0 0.0
0.0 0.0 0.0
0.1 0.1 0.1
-0.5 -0.3 -0.5
0.0 0.0 0.0
0.0 0.0 0.0
0.0 0.0 0.0
0.0 0.0 0.0
0.0 0.0 0.0
0.0 0.0 0.0
0.0 0.0 0.0
0.0 0.0 0.0
0.0 -0.1 0.0
-0.1 0.0 -0.1
0.1 0.0 0.1
-0.1 0.0 0.0
0.1 0.2 0.0
-0.1 -0.1 0.0
0.0 0.0 0.0
0.0 0.1 0.0
-0.4 -0.1 0.0
0.3 -0.1 0.0
-0.2 0.2 0.1
-0.4 -0.6 -0.4
0.1 0.2 0.1
-0.6 -0.3 0.3
0.0 0.0 0.0
0.1 0.0 0.0
0.0 0.1 0.0
0.0 0.0 0.0
0.0 0.0 0.0
0.0 0.0 0.0
0.1 0.0 0.1
0.1 0.0 0.0

C16H29B3BrO4PPtSi | ωB97M-V with the def2-TZVPD basis set

Results
- total charge = +2
- electronic energy (Ha) = -4325.6799

Element x y z (Å)
C1 -2.1193 2.0712 -2.3752
Si1 -0.6793 2.5657 -1.1882
C2 0.2330 4.2050 -1.7366
C3 0.7038 1.1708 -1.1649
C4 1.4698 1.3422 0.2800
C5 2.9464 0.6353 0.3661
C6 2.9059 -0.3360 1.7267
C7 2.2665 -1.7760 1.2726
C8 0.8873 -2.2003 2.0528
C9 -0.3808 -2.4983 1.0050
C10 -0.8833 -4.0663 1.0319
B1 -1.1997 -4.5711 -0.5291
O1 -2.4595 -4.2701 -1.2530
B2 -2.0245 -3.5222 -2.4850
O2 -1.1029 -4.2293 -3.4044
B3 0.0774 -4.5664 -2.5470
P1 1.8031 -3.9734 -3.1649
O3 2.6888 -3.1688 -1.8960
Br1 1.4147 -2.3779 -4.7421
O4 -0.1756 -5.3464 -1.3145
C11 -1.2598 2.7025 0.6835
C12 -2.2610 1.4935 1.2034
C13 -2.7799 1.4790 2.7859
C14 -2.2444 2.6866 3.7670
C15 -1.2632 3.9154 3.2428
C16 -0.7459 3.9368 1.6861
H1 -3.1798 2.1921 -1.8441
H2 -1.9211 0.9454 -2.6881
H3 -2.1434 2.8084 -3.3059
H4 -0.5252 5.1220 -1.7445
H5 0.5473 4.0401 -2.8715
H6 1.1810 4.4231 -1.0462
H7 0.1494 0.1235 -1.1843
H8 1.4013 1.2270 -2.1029
H9 0.7677 0.8249 1.0880
H10 1.5950 2.5064 0.4645
H11 3.1878 0.0264 -0.6055
H12 3.7240 1.4953 0.5935
H13 2.2447 0.1612 2.5852
H14 3.9952 -0.4276 2.1653
H15 3.0865 -2.5979 1.4180
H16 1.9814 -1.6741 0.1233
H17 0.5071 -1.4293 2.8473
H18 1.0819 -3.2362 2.5981
H19 -0.1066 -2.2557 -0.1151
H20 -1.2927 -1.7854 1.2763
H21 -1.8811 -4.1652 1.6784
H22 -0.0750 -4.8187 1.4459
H23 -2.4076 -2.4288 -2.7285
H24 2.6156 -2.1604 -2.0426
H25 -2.5743 0.6413 0.4426
H26 -3.4706 0.5978 3.1587
H27 -2.5714 2.6805 4.8985
H28 -0.9036 4.7531 4.0045
H29 -0.0297 4.7275 1.2018
Pt1 -0.8016 6.3819 -3.0136

Force components x, y, z for each atom (eV/Å):
-1.1 0.0 -0.3
-0.2 0.2 0.0
1.5 -0.3 -1.0
0.5 -1.2 0.7
0.2 -0.1 -0.6
-0.4 0.7 1.7
0.2 0.1 -0.5
-0.2 0.4 0.1
-0.4 -1.2 -0.4
-0.2 0.1 0.1
-0.7 -0.7 -0.2
-0.9 -0.9 -0.4
4.2 2.1 -1.2
-0.2 -3.6 0.6
1.7 1.3 3.9
-4.7 -1.6 1.3
2.4 1.6 0.4
-2.0 0.9 -2.3
0.1 -0.9 1.2
-0.2 4.2 -1.6
-1.0 0.2 3.0
0.3 2.2 3.9
2.9 2.6 -2.6
0.5 -0.5 -3.1
0.1 -2.0 -3.6
-2.9 -3.2 2.6
2.3 -0.5 -1.2
-0.7 2.5 0.4
0.2 -1.8 1.8
0.3 -0.5 0.5
-0.3 0.2 2.4
-2.1 -0.1 -1.8
1.0 2.1 -0.1
-1.3 0.1 1.8
1.3 1.4 -1.6
-0.3 -2.5 0.0
-0.3 1.2 2.0
-1.4 -1.9 -0.9
1.4 -0.9 -2.0
-2.2 0.0 -1.0
-1.7 1.5 -0.5
0.8 -0.4 2.4
1.0 -1.3 -1.5
-0.5 2.4 -1.0
-0.2 -0.2 2.1
1.8 -1.6 -0.6
2.3 0.2 -1.3
-1.5 1.8 -0.6
-0.1 -0.1 0.0
0.2 -2.2 0.3
0.7 2.0 1.8
1.6 2.2 -0.7
0.7 0.0 -2.5
-1.0 -2.1 -1.8
-1.6 -1.6 1.4
0.3 -0.4 0.3

C6H7N | ωB97M-V with the def2-TZVPD basis set

Results
- total charge = 0
- electronic energy (Ha) = -287.4453
- energy relative to the best compared isomer or geometry (same formula, charge and spin) (eV) = 3.8613

Element x y z (Å)
C1 1.1867 -0.2947 -0.6092
C2 -0.0441 -1.1084 -0.3356
C3 -1.2178 -0.1939 -0.2179
C4 -0.6950 -0.6456 1.0989
N1 -0.1237 0.6907 1.4432
C5 0.8782 0.9475 0.1635
C6 -0.5743 1.1542 0.1322
H1 1.1512 0.1505 -1.6126
H2 2.1569 -0.7946 -0.4824
H3 -0.1227 -2.0978 -0.8088
H4 -2.1660 -0.3476 -0.7034
H5 -1.0079 -1.3441 1.8814
H6 1.6110 1.7633 0.0477
H7 -1.0323 2.1204 0.0029

Force components x, y, z for each atom (eV/Å):
-0.1 0.3 -0.1
-0.1 0.0 0.8
-0.5 0.4 -0.3
1.3 -1.1 -0.8
1.7 -0.1 -1.0
-0.3 -0.2 0.8
-0.5 0.5 -0.6
0.1 -0.7 -0.4
-0.3 0.2 0.3
-0.3 0.4 0.8
-0.2 0.0 0.0
0.0 0.3 -0.5
-0.7 -0.2 1.0
-0.2 0.2 0.0